Molecular formula: C5H10DyO2
Method: DFT, ωB97M-V/def2-TZVPD

Calculated values
* orbital gap (alpha / beta): 7.955 / 6.828 eV
* E_LUMO (alpha / beta): -3.85 / -3.47 eV
* E_HOMO (alpha / beta): -11.81 / -10.30 eV
* charge: +1
* 2S+1: 6

XYZ file:
```
18
C5H10DyO2 | OMol25 | ωB97M-V/def2-TZVPD
C 3.05248 0.61681 0.52089
O 1.73898 0.61407 -0.01507
C 1.00066 -0.55725 0.28329
C -0.22560 -0.58519 -0.59447
O -1.36285 -0.48023 0.23938
C -2.57578 -0.63045 -0.34959
C -3.68711 -0.13186 0.19410
H 3.03241 0.46195 1.61003
H 3.64806 -0.17579 0.04665
H 0.79752 -0.61193 1.36486
H 1.61192 -1.44921 0.07247
H -0.18599 -1.47364 -1.23913
H -0.35796 0.12589 -1.42373
H -2.53443 -0.91083 -1.40797
H -3.64063 0.65913 0.94349
H -4.62200 -0.21177 -0.35762
H 3.48907 1.60041 0.30780
Dy 0.82124 3.13989 -0.19538
```

---

Molecular formula: C5H10EuMgO4
Method: DFT, ωB97M-V/def2-TZVPD

Calculated values
* orbital gap (alpha / beta): 4.986 / 5.366 eV
* E_LUMO (alpha / beta): -0.63 / -0.38 eV
* E_HOMO (alpha / beta): -5.62 / -5.75 eV
* 2S+1: 8

XYZ file:
```
21
C5H10EuMgO4 | OMol25 | ωB97M-V/def2-TZVPD
O 1.85525 -0.12195 1.59053
C 2.34995 0.59082 0.52036
C 1.27934 1.21486 -0.36329
O 0.02095 0.89096 0.08694
C -1.21950 1.57512 0.22974
C -2.22439 0.42893 0.26358
O -1.85874 -0.58934 1.16168
Eu 0.13684 -1.03649 1.45202
H 2.96066 -0.04453 -0.16004
H 3.02377 1.42205 0.81711
H 1.30313 2.29018 -0.11709
H 1.01470 -1.67702 -1.91714
H -1.38144 2.23771 -0.63282
H -1.22525 2.18038 1.14718
H -2.19414 0.06482 -0.78217
H -3.24387 0.77095 0.51101
C 0.64922 -2.55422 -1.36147
O -0.02429 -2.52947 -0.29558
Mg -2.91220 -2.30516 1.49432
H 0.33030 -3.30987 -2.10169
H 1.35971 0.50125 -1.54318
```

---

Molecular formula: C5H10F2N3O2
Method: DFT, ωB97M-V/def2-TZVPD

Calculated values
* orbital gap: 10.141 eV
* E_LUMO: -4.27 eV
* E_HOMO: -14.41 eV
* charge: +1
* ΔE to the lowest compared entry with this formula, charge and spin: 1.662 eV

XYZ file:
```
22
C5H10F2N3O2 | OMol25 | ωB97M-V/def2-TZVPD
C 1.79543 -1.66604 -0.23933
N 1.72263 -0.18390 -0.40798
C 1.16460 0.49806 0.71243
N -0.31524 0.78462 0.46231
C -0.48331 1.89023 -0.52603
N -1.05791 -0.40786 0.15862
C -2.11728 -0.61947 1.10330
O -2.92672 0.18745 1.43948
F -2.02647 -1.81528 1.58967
C -1.47872 -0.54006 -1.20873
O -2.54425 -0.22556 -1.64159
F -0.53619 -1.07591 -1.92142
H 1.80476 -2.11049 -1.21624
H 2.69473 -1.93195 0.28896
H 0.93180 -2.03758 0.27834
H 2.67548 0.13673 -0.46771
H 1.63470 1.46099 0.80600
H 1.24522 -0.02633 1.65924
H -0.68228 1.13752 1.34770
H -0.04147 2.76926 -0.08931
H -1.52044 2.10365 -0.70326
H 0.06094 1.67191 -1.42447
```

---

Molecular formula: C5H10FN2
Method: DFT, ωB97M-V/def2-TZVPD

Calculated values
* orbital gap: 10.990 eV
* E_LUMO: -4.60 eV
* E_HOMO: -15.59 eV
* charge: +1
* ΔE to the lowest compared entry with this formula, charge and spin: 2.215 eV

XYZ file:
```
18
C5H10FN2 | OMol25 | ωB97M-V/def2-TZVPD
H -1.67571 -0.74027 2.75272
N -1.22283 -0.45453 1.83854
C -0.39818 -1.08266 1.25234
F 0.18225 -2.26708 1.41519
N -0.17220 -0.55167 0.01376
C -0.70906 -1.41572 -1.09713
C 0.32411 0.63056 -0.13594
C 0.49350 1.16287 -1.54073
C 0.89249 1.22394 1.05770
H -0.30106 -1.09742 -1.98958
H -0.55042 -2.47832 -0.79451
H -1.72892 -1.14415 -1.24251
H 1.18180 2.07540 -1.42595
H 1.02695 0.48270 -2.31088
H -0.46537 1.46769 -2.05811
H 1.32273 0.60102 1.79153
H 0.08642 1.59146 1.65505
H 1.71349 1.99618 0.81850
```

---

In the order shown, the computed DFT total energy values come out to -33515.1393 -38305.3591 -19338.6363 -11036.3831 eV.